# C15H30IN2O6S3

A 3-piece molecular cluster, C15H30IN2O6S3 overall in a non-equilibrium geometry (the ωB97M-V functional and the def2-TZVPD basis, OMol25).

```
57
Properties=species:S:1:pos:R:3:nbo_charge:R:1
N 4.5049 -1.6429 -4.4290 -0.86
C 3.5330 -1.9615 -3.3240 -0.23
C 2.2909 -2.7523 -3.9192 -0.41
C 1.0254 -1.7982 -3.9916 -0.43
C -0.3123 -2.6199 -4.1575 -0.40
C -1.5606 -1.6741 -3.8227 -0.22
N -1.3689 -0.4253 -4.5995 -0.65
S -2.6281 -0.1322 -5.7350 0.16
C -1.0665 0.7386 -3.7398 -0.23
I -0.3194 2.3228 -5.0367 0.05
C -2.2974 1.3187 -2.9259 0.69
O -3.2180 0.5755 -2.5340 -0.74
O -2.2496 2.5902 -2.6601 -0.79
H 3.9283 -1.4430 -5.2470 0.35
H 5.0307 -0.8229 -4.1242 0.35
H 3.1498 -0.9903 -2.9051 0.20
H 4.0495 -2.5768 -2.5369 0.17
H 2.0351 -3.6756 -3.3251 0.20
H 2.6120 -3.0926 -4.9505 0.19
H 0.9814 -1.2598 -3.0023 0.22
H 1.2158 -1.0685 -4.8182 0.22
H -0.4141 -2.8547 -5.2581 0.19
H -0.2992 -3.5532 -3.5402 0.19
H -2.4774 -2.2474 -4.1348 0.21
H -1.6427 -1.4869 -2.7151 0.23
H -2.0039 -0.3425 -6.9585 0.09
H -0.2751 0.4284 -3.0060 0.24
C 1.5907 1.1494 1.7626 -0.41
C 0.1677 1.6527 1.5018 -0.42
C -0.1775 1.3235 0.0445 -0.69
S 0.7875 -0.1229 -0.3801 2.17
O 1.7465 0.2452 -1.3964 -0.95
O -0.0920 -1.2586 -0.5304 -0.94
C 1.6446 -0.2588 1.1817 -0.67
H 1.8335 1.1535 2.8271 0.22
H 2.3106 1.7938 1.2490 0.21
H -0.5281 1.1382 2.1719 0.24
H 0.0764 2.7226 1.6949 0.22
H -1.2368 1.0991 -0.0795 0.28
H 0.1110 2.1308 -0.6294 0.27
H 2.6596 -0.6188 1.0184 0.24
H 1.0911 -0.9636 1.8045 0.23
C -2.7740 1.3293 6.9251 -0.41
C -1.5376 0.5868 7.4419 -0.40
C -0.6057 0.3607 6.2477 -0.68
S -0.9356 1.6939 5.0956 2.18
O -1.5068 1.1341 3.8963 -0.94
O 0.1978 2.5856 5.0609 -0.94
C -2.2436 2.4545 6.0444 -0.68
H -3.3857 1.7148 7.7416 0.22
H -3.3915 0.6492 6.3316 0.22
H -1.0319 1.2008 8.1926 0.21
H -1.8036 -0.3582 7.9177 0.22
H 0.4423 0.3908 6.5420 0.25
H -0.8227 -0.5811 5.7434 0.25
H -2.9955 2.8672 5.3738 0.26
H -1.7994 3.2492 6.6459 0.24
```

Results
- Charge: -1
- Orbital gap: 5.92 eV